(1)
{"formula": "C4H6O2", "method": "the ωB97M-V functional and the def2-TZVPD basis", "homo_energy_ev": -9.76, "smiles": "C=C(C)OC=O", "total_energy_ha": -306.4485, "symbols": ["C", "C", "C", "C", "H", "H", "H", "H", "H", "H", "O", "O"], "xyz": [[-0.4646, 1.1770, -0.7437], [0.0973, -0.1585, -0.4710], [-0.1887, -1.3800, -1.0474], [0.7573, -0.2303, 1.7718], [-0.8253, 1.4435, -1.7350], [0.1684, 2.1187, -0.5764], [-1.2783, 1.3518, -0.0076], [-1.0566, -1.4505, -1.6309], [0.3360, -2.2196, -0.7479], [1.6379, -0.0585, 2.4468], [1.1250, -0.0455, 0.5407], [-0.3084, -0.5481, 2.2006]], "forces_ev_per_angstrom": [[-0.7, 2.7, 0.7], [0.6, -2.3, -1.1], [0.6, 4.6, 2.1], [0.9, -0.2, 2.5], [-0.3, -1.0, -0.2], [0.0, -1.9, 0.2], [0.1, -0.1, -0.5], [-0.7, -0.1, -1.1], [0.8, -1.6, 0.6], [-0.4, -0.1, -0.5], [-0.2, -0.2, -2.6], [-0.7, 0.0, -0.2]], "lowdin_charge": [-0.0525, -0.3145, 0.1212, -0.4057, 0.0779, 0.1125, 0.0978, 0.0544, 0.0462, 0.1546, 0.0191, 0.0890]}

=====

(2)
{"formula": "C8H28B2O30", "method": "the ωB97M-V functional and the def2-TZVPD basis", "charge": -2, "homo_energy_ev": -5.15, "total_energy_ha": -2628.6302, "symbols": ["O", "C", "O", "B", "O", "C", "O", "O", "C", "O", "C", "O", "O", "O", "C", "O", "B", "O", "C", "O", "O", "C", "O", "C", "O", "O", "O", "H", "H", "O", "H", "H", "O", "H", "H", "O", "H", "H", "O", "H", "H", "O", "H", "H", "O", "H", "H", "O", "H", "H", "O", "H", "H", "O", "H", "H", "O", "H", "H", "O", "H", "H", "O", "H", "H", "O", "H", "H"], "xyz": [[9.3950, 36.8510, 1.2870], [8.7860, 36.2780, 0.3120], [9.1790, 35.1420, -0.1090], [7.9770, 34.6060, -0.8740], [6.9360, 35.5900, -0.6680], [7.4410, 36.4930, -0.0420], [6.8530, 37.5720, 0.2380], [7.5130, 33.3050, -0.4750], [7.3770, 32.6500, -1.5790], [7.2010, 31.4150, -1.5710], [8.0080, 33.3380, -2.6470], [8.3480, 34.3920, -2.3430], [7.8610, 32.9600, -3.8650], [6.6750, 31.6300, 1.7100], [6.2670, 32.6260, 1.0930], [5.2430, 32.5800, 0.4760], [4.6850, 33.9120, 0.6820], [5.6430, 34.6690, 1.5190], [6.6890, 33.8840, 1.6220], [7.7230, 34.2010, 2.2410], [3.3700, 33.7740, 1.3820], [2.4890, 34.2800, 0.7320], [1.2710, 34.3840, 1.0990], [3.0580, 34.8030, -0.5110], [4.3000, 34.6230, -0.5110], [2.4290, 35.5200, -1.2860], [10.3710, 35.6930, 2.8010], [9.5790, 36.0290, 2.3710], [10.7540, 36.1280, 3.6050], [-0.1230, 34.6530, 0.0160], [0.2050, 34.3230, 0.7760], [-1.0350, 34.1740, -0.0060], [2.7260, 36.5070, -4.5920], [3.3730, 36.7560, -4.0870], [2.5440, 35.8390, -4.0580], [6.6030, 30.9270, 4.5140], [6.6630, 30.8450, 3.5840], [5.9480, 30.1810, 4.6960], [0.1360, 36.3490, -2.1880], [0.8820, 36.0040, -1.6530], [0.3870, 37.3070, -2.2150], [0.2730, 37.3620, 0.8880], [-0.0750, 36.5570, 0.3920], [1.1070, 37.8120, 0.5540], [2.1430, 32.0890, 3.4940], [2.9580, 32.6480, 3.2060], [2.3140, 31.2560, 4.1570], [2.9290, 33.2610, -2.2240], [3.1370, 34.1270, -1.8090], [2.4850, 33.2960, -3.1260], [8.3810, 33.7200, 5.6460], [8.6930, 33.4100, 4.9450], [7.8990, 34.5740, 5.4700], [4.8440, 29.6690, 0.6900], [5.1550, 30.6040, 1.0100], [5.5730, 29.4390, -0.0690], [8.5930, 29.6670, 1.4350], [7.8860, 30.4020, 1.3240], [9.3140, 30.1190, 0.9900], [9.6290, 32.8520, 3.3540], [9.0670, 32.1180, 3.3530], [9.0500, 33.4070, 2.9220], [2.8720, 30.8470, -0.8080], [3.5980, 30.7020, -0.1140], [3.3420, 31.5760, -1.3600], [-0.1550, 34.0990, 3.6720], [-0.1030, 34.9520, 4.1450], [0.6220, 33.9000, 3.1190]], "forces_ev_per_angstrom": [[-3.6, 1.1, -7.0], [5.0, 1.6, 7.2], [-0.7, -2.3, -2.5], [2.0, 0.5, -0.2], [-1.9, -5.3, -3.9], [-3.1, 11.0, 2.9], [1.4, -2.7, -0.5], [0.6, 1.7, 0.4], [0.6, -9.2, 1.1], [-0.7, 3.1, -0.1], [-5.4, -9.3, -11.3], [4.2, 12.0, 5.0], [1.1, 0.3, 3.5], [0.6, 0.2, -0.9], [6.1, -5.2, 6.3], [-6.2, 1.5, -4.3], [-1.0, 0.8, 0.7], [-1.0, -0.1, -0.8], [3.0, 3.7, 3.7], [-3.2, -0.7, -2.3], [5.0, -2.9, 3.7], [-9.2, 1.4, 0.4], [16.8, -1.0, 5.8], [-3.8, 5.0, 1.0], [3.1, -0.3, -0.7], [1.5, -0.2, 0.8], [3.1, -2.1, 3.4], [0.3, 0.5, 1.2], [-1.4, -0.4, -1.3], [-12.7, 1.1, -9.2], [-2.0, -1.7, 2.7], [1.5, 1.6, -0.9], [-3.8, 1.8, -7.0], [6.6, 3.7, 3.9], [-2.9, -5.5, 3.2], [-1.8, -1.8, 1.9], [0.4, 0.2, -1.9], [1.3, 1.5, 0.0], [0.7, 1.7, 0.0], [-0.9, -0.3, -0.3], [-0.6, -1.2, -0.2], [0.5, 0.6, -0.2], [1.3, 1.0, 0.2], [-1.9, -1.7, 0.1], [1.6, -1.5, 1.4], [-1.7, -2.2, 1.2], [0.2, 3.6, -2.7], [0.0, -1.2, -1.9], [-0.6, -1.9, -4.2], [0.8, 0.5, 2.1], [-5.4, 5.8, 10.3], [4.4, -3.9, -9.9], [1.0, -1.7, -0.1], [3.3, 1.3, -1.7], [-0.3, -2.9, -0.7], [-2.6, 1.0, 2.8], [-1.5, 1.8, -0.5], [1.2, -1.8, 0.5], [0.5, -0.2, 0.0], [2.9, -1.0, 1.6], [-0.9, -2.7, 0.3], [-1.3, 2.9, -1.8], [2.7, 1.9, 0.0], [-1.6, -0.5, -1.3], [-1.7, -1.7, 1.0], [-0.6, 0.1, 0.4], [0.6, -0.7, -0.9], [-0.2, 0.6, 0.5]], "lowdin_charge": [0.0690, -0.3354, 0.3005, -0.7268, 0.3277, -0.4789, 0.1283, 0.2432, -0.3342, 0.1711, -0.5307, 0.3563, 0.0752, 0.0820, -0.5197, 0.3245, -0.7812, 0.3105, -0.3287, 0.1598, 0.3232, -0.2887, 0.1047, -0.4353, 0.3252, 0.1298, -0.0888, -0.0704, 0.0576, -0.0495, -0.2311, 0.1183, 0.0786, -0.0502, -0.0540, -0.0599, -0.0373, 0.0727, -0.1077, -0.0330, 0.0505, -0.1329, 0.0247, 0.0554, -0.1524, 0.0646, 0.1219, -0.0374, -0.0165, 0.1180, 0.0115, -0.1659, 0.0789, -0.1497, 0.0522, 0.1421, -0.1010, 0.0264, 0.0193, -0.0077, 0.0032, -0.0666, -0.1421, -0.0020, 0.0346, -0.0869, 0.0420, -0.0009]}

=====

(3)
{"formula": "C2H13NO4", "method": "the ωB97M-V functional and the def2-TZVPD basis", "homo_energy_ev": -10.01, "smiles": "CNCO.O.O.O", "total_energy_ha": -439.6538, "symbols": ["C", "N", "C", "O", "H", "H", "H", "H", "H", "H", "H", "H", "H", "O", "H", "H", "O", "H", "H", "O"], "xyz": [[0.3781, -1.9313, -1.0348], [0.8754, -1.1915, 0.1482], [-0.0189, -0.2324, 0.7496], [-0.9043, -0.7107, 1.8103], [0.1103, -1.1698, -1.8363], [1.2536, -2.5465, -1.5198], [-0.6148, -2.4264, -0.9750], [1.3932, -1.7367, 0.8186], [-0.7288, 0.2040, 0.0331], [0.6549, 0.6462, 1.2831], [-0.8834, -1.7053, 1.8024], [0.2234, 2.0256, -1.3071], [-1.1702, 2.1116, -0.4723], [-0.8119, 1.9806, -1.4053], [-2.2688, 1.0438, 1.4873], [-1.2314, 1.8786, 2.1349], [-1.8757, 1.9238, 1.4131], [2.3049, 0.6110, -1.7034], [1.4614, 0.1784, -0.4495], [1.8531, 1.0470, -0.9771]], "forces_ev_per_angstrom": [[0.7, 0.7, -2.1], [-1.3, -0.1, -0.4], [0.3, 1.5, 2.2], [0.7, -1.8, -0.3], [0.7, -0.5, 0.9], [-2.0, 0.8, 1.2], [0.9, -0.5, 0.6], [0.1, -0.1, 0.1], [1.1, -0.1, -0.3], [-1.7, -2.1, -1.4], [-0.1, 1.5, 0.0], [-2.7, -0.3, -0.2], [0.7, 0.0, -1.6], [1.8, 0.4, 1.7], [-0.2, 0.0, -0.1], [-0.1, 0.3, -0.2], [0.0, -0.2, 0.4], [0.1, 0.2, -0.2], [1.7, 2.3, -1.7], [-0.9, -2.1, 1.4]], "lowdin_charge": [-0.0994, -0.1446, -0.3066, -0.1056, 0.0945, 0.1193, 0.0792, 0.1280, 0.0938, 0.1796, 0.1070, 0.0529, 0.0130, -0.1611, 0.0410, 0.0532, -0.0553, 0.0295, 0.0309, -0.1491]}

=====

(4)
{"formula": "C18H21N4O2RuSSe4", "method": "the ωB97M-V functional and the def2-TZVPD basis", "charge": 1, "multiplicity": 5, "homo_energy_ev": [-10.70, -11.11], "s_squared": 6.026, "total_energy_ha": -11166.6362, "symbols": ["Ru", "C", "C", "N", "C", "C", "C", "S", "N", "C", "O", "C", "C", "C", "C", "C", "C", "H", "H", "H", "H", "H", "H", "H", "H", "H", "H", "H", "H", "H", "H", "H", "Se", "Se", "Se", "Se", "N", "C", "O", "C", "C", "C", "N", "C", "C", "H", "H", "H", "H", "H", "H"], "xyz": [[-0.0728, -0.3052, -0.3037], [-2.7635, -3.1872, -4.4379], [-1.6187, -3.9086, -3.7332], [-0.3497, -3.1987, -3.8776], [0.5155, -3.6236, -4.9862], [1.5359, -4.6603, -4.5305], [0.0604, -2.2489, -3.0397], [-1.0419, -1.8308, -1.7399], [1.2449, -1.7045, -3.2844], [1.9007, -0.8036, -2.5807], [1.5208, -0.2833, -1.4735], [3.2021, -0.3606, -3.1097], [3.8975, 0.6539, -2.4480], [5.1189, 1.0847, -2.9327], [5.6539, 0.5031, -4.0743], [4.9674, -0.5082, -4.7330], [3.7439, -0.9415, -4.2561], [-3.6886, -3.7504, -4.3183], [-2.5624, -3.0806, -5.5041], [-2.9071, -2.1960, -4.0089], [-1.4782, -4.9013, -4.1593], [-1.8474, -4.0281, -2.6758], [1.0136, -2.7471, -5.3893], [-0.1310, -4.0384, -5.7589], [2.1761, -4.2416, -3.7547], [2.1601, -4.9692, -5.3685], [1.0359, -5.5432, -4.1297], [3.4706, 1.0962, -1.5587], [5.6558, 1.8731, -2.4226], [6.6116, 0.8376, -4.4512], [5.3895, -0.9590, -5.6211], [3.2000, -1.7304, -4.7546], [1.2209, 1.3129, 0.8492], [1.0589, 3.0219, 2.3091], [-0.5190, 2.6883, 4.1712], [-1.3741, 0.6754, 4.0637], [-5.6549, -3.0681, 2.7923], [-5.5655, -1.9410, 2.0527], [-6.5317, -1.3224, 1.6641], [-4.1743, -1.4610, 1.6932], [-4.1057, -0.3276, 0.8906], [-2.8774, 0.1303, 0.4671], [-1.7359, -0.4778, 0.8224], [-1.7898, -1.5388, 1.6392], [-2.9849, -2.0654, 2.0852], [-6.5744, -3.3878, 3.0484], [-4.8660, -3.5763, 3.1416], [-5.0233, 0.1650, 0.6019], [-2.7780, 0.9975, -0.1725], [-0.8396, -1.9593, 1.9438], [-2.9534, -2.9376, 2.7215]], "forces_ev_per_angstrom": [[0.5, -0.3, -0.9], [0.1, 0.0, 0.0], [-0.3, 0.1, -0.1], [0.2, 0.2, 0.1], [0.2, -0.1, 0.0], [-0.1, 0.1, 0.0], [-0.5, 0.0, 0.4], [-0.2, -0.2, -0.2], [0.7, 0.2, -0.3], [-0.7, -0.7, -0.4], [0.3, 0.5, 0.5], [0.1, 0.2, 0.2], [0.0, -0.1, 0.0], [0.0, 0.0, 0.0], [0.0, 0.0, 0.0], [0.0, 0.0, 0.0], [0.0, 0.0, 0.1], [0.0, 0.0, 0.0], [0.0, 0.0, 0.0], [0.0, 0.0, 0.0], [0.0, 0.0, 0.0], [0.1, -0.1, 0.0], [0.0, 0.0, 0.0], [-0.1, 0.1, 0.0], [0.0, 0.0, 0.0], [0.0, 0.0, 0.0], [0.0, 0.0, 0.0], [0.0, 0.0, 0.0], [0.0, 0.0, 0.0], [0.0, 0.0, 0.0], [0.0, 0.0, 0.0], [0.0, 0.0, 0.0], [0.7, 0.4, 0.2], [-0.4, 0.0, 0.4], [0.2, 0.1, -0.3], [0.1, 0.0, 0.0], [0.0, 0.0, 0.0], [-0.1, -0.1, 0.1], [0.1, 0.0, 0.0], [0.1, 0.1, -0.1], [0.0, 0.0, 0.1], [0.0, 0.1, 0.1], [-0.7, -0.3, 0.3], [0.0, 0.0, 0.1], [-0.1, 0.1, 0.0], [0.0, 0.0, 0.0], [0.0, 0.0, 0.0], [0.0, 0.0, 0.0], [-0.1, 0.0, 0.0], [0.0, -0.1, 0.0], [0.0, 0.0, 0.0]], "lowdin_charge": [0.7866, -0.0688, -0.2476, -0.1173, -0.1926, -0.0615, -0.6401, 0.7131, 0.1230, -0.3789, -0.3169, -0.1400, -0.0099, -0.0593, -0.0602, -0.0612, -0.0119, 0.0834, 0.0797, 0.0574, 0.1234, 0.0766, 0.1081, 0.1228, 0.0712, 0.0824, 0.0770, 0.0940, 0.1104, 0.1112, 0.1099, 0.1017, 0.1898, 0.0573, 0.0377, 0.1372, 0.1919, -0.4852, 0.0889, -0.0884, 0.0387, -0.1111, -0.2237, -0.2154, 0.0020, 0.1262, 0.0924, 0.1342, 0.1263, 0.1163, 0.1192]}

=====

(5)
{"formula": "C7H13FNO3S", "method": "the ωB97M-V functional and the def2-TZVPD basis", "charge": -1, "homo_energy_ev": -4.51, "total_energy_ha": -1053.0479, "symbols": ["C", "C", "C", "C", "C", "C", "C", "N", "O", "O", "O", "F", "S", "H", "H", "H", "H", "H", "H", "H", "H", "H", "H", "H", "H", "H"], "xyz": [[-4.1310, 1.0760, -0.8047], [-3.6280, -0.3826, -0.4795], [-2.8886, 0.8312, -0.0590], [1.5005, -1.7756, 0.6800], [-1.4698, 1.0335, -0.7718], [1.4169, -0.3662, 1.2256], [0.3198, 0.4718, 0.6159], [-0.4801, 0.0995, -0.2484], [3.3334, 0.1625, -1.2567], [4.4415, 0.5261, 0.9733], [5.5222, -1.0908, -0.7594], [0.2691, 1.7279, 1.1338], [4.6275, 0.4484, -0.5240], [-3.9201, 1.3371, -1.8067], [-4.9877, 1.4719, -0.3159], [-4.1251, -0.9005, 0.3098], [-3.2895, -1.0321, -1.2083], [-3.0056, 1.3004, 0.8845], [0.4419, -2.2228, 0.5954], [2.0387, -1.7340, -0.2398], [2.0970, -2.3846, 1.3995], [-1.5760, 0.9927, -1.8175], [-1.3280, 2.1847, -0.6749], [2.3445, 0.1690, 0.8696], [1.2958, -0.2059, 2.3210], [5.1808, -1.7377, -0.0419]], "forces_ev_per_angstrom": [[0.9, -2.1, -0.9], [-1.7, 2.2, 2.2], [2.5, 0.1, -1.5], [-1.5, -0.9, 1.8], [-1.8, 2.6, 2.4], [0.1, 2.0, -0.4], [0.9, -0.7, 0.8], [-1.3, 0.5, -1.3], [1.5, 0.3, 1.2], [0.2, -0.4, -1.6], [-1.2, -0.6, 1.9], [0.2, 0.2, 0.1], [-0.8, -0.9, 0.0], [-0.5, 0.4, -1.1], [-0.5, 0.2, 0.2], [-0.6, -0.3, 0.3], [1.0, -0.7, -1.6], [0.6, -0.6, 1.3], [1.7, 0.5, -0.1], [0.0, -0.2, -0.9], [-0.4, 0.3, -0.5], [-0.2, -1.0, -1.4], [0.7, -1.7, 0.4], [-0.7, -0.4, 0.9], [0.4, -0.5, -0.6], [0.6, 1.6, -1.6]], "lowdin_charge": [-0.1084, -0.0894, -0.3102, -0.1136, -0.1687, -0.1988, -0.3810, 0.1289, -0.5627, -0.5750, -0.4338, 0.0525, 0.6781, 0.0759, 0.0811, 0.0768, 0.0720, 0.1194, 0.0885, 0.0406, 0.0739, 0.0825, 0.1340, 0.0707, 0.1236, 0.0431]}

=====

(6)
{"formula": "C4H8N3P", "method": "the ωB97M-V functional and the def2-TZVPD basis", "homo_energy_ev": [-8.46, -9.46], "total_energy_ha": -662.6439, "symbols": ["C", "C", "C", "C", "N", "N", "N", "P", "H", "H", "H", "H", "H", "H", "H", "H"], "xyz": [[-1.3776, -1.8505, 0.5408], [-0.0789, -0.2495, 0.0016], [1.0372, -2.3711, 0.7216], [-0.0775, 2.8481, -1.2375], [-2.0866, -0.8611, 0.0497], [-1.3077, 0.1970, -0.1980], [-0.0674, -1.5098, 0.4780], [1.5932, 2.4483, -0.5270], [-1.8959, -2.7455, 0.9303], [0.6111, -3.3232, 0.7430], [1.7966, -2.2802, -0.0100], [1.5137, -2.0521, 1.6867], [-0.7278, 2.9876, -0.3866], [-0.3692, 1.9284, -1.5885], [-0.2581, 3.6822, -1.9135], [1.6948, 3.1514, 0.7094]], "forces_ev_per_angstrom": [[-1.4, 0.2, -0.7], [-0.7, 1.5, -0.1], [0.9, 1.6, 2.1], [0.8, 1.8, 2.1], [-1.8, -0.9, 1.3], [2.4, -0.1, -0.6], [-0.2, 0.4, -0.2], [0.1, -0.7, -0.6], [1.1, 0.4, -0.4], [0.0, -1.8, 0.3], [0.5, 0.0, -1.0], [-0.4, -0.8, -0.6], [-0.4, 0.2, 0.3], [-0.8, -1.9, -1.5], [0.6, -0.1, -0.2], [-0.6, 0.1, -0.1]], "lowdin_charge": [-0.1783, -0.0951, -0.0269, -0.4624, -0.0219, -0.0236, -0.1469, 0.7609, 0.1346, 0.0710, 0.0807, 0.1136, 0.0112, -0.0684, 0.0321, -0.1804]}